Record 1
DFT (ωB97M-V/def2-TZVPD) results for 8 unconnected molecules or ions with the total composition C67H139N7O10.

Geometry as XYZ:
```
223
Properties=species:S:1:pos:R:3
C 16.624 4.735 29.932
C 16.096 3.547 30.831
C 17.162 2.415 31.076
O 17.123 2.084 32.516
C 16.462 3.223 33.090
O 16.379 3.362 34.300
O 15.918 3.989 32.119
H 17.579 5.160 30.242
H 15.939 5.562 30.115
H 16.740 4.628 28.853
H 15.175 3.056 30.516
H 18.181 2.666 30.782
H 16.913 1.473 30.586
C 23.188 4.696 29.595
C 23.705 3.178 29.796
C 23.148 2.681 31.287
C 23.027 1.195 31.612
C 22.600 0.375 30.414
C 23.170 0.737 28.977
N 23.024 2.224 28.798
O 23.158 2.566 27.465
C 24.631 0.262 28.776
C 22.248 0.099 28.002
C 25.157 3.246 29.782
H 22.201 4.633 30.053
H 23.167 4.858 28.517
H 23.820 5.480 30.012
H 23.874 3.109 31.977
H 22.219 3.187 31.549
H 22.267 0.987 32.365
H 24.037 0.939 31.932
H 21.523 0.204 30.422
H 23.001 -0.638 30.385
H 24.989 0.243 29.806
H 24.850 -0.770 28.503
H 25.135 0.948 28.095
H 22.684 0.036 27.005
H 22.034 -0.948 28.218
H 21.222 0.449 27.894
H 25.517 3.546 28.798
H 25.540 2.230 29.878
H 25.577 3.790 30.629
H 22.265 2.525 27.114
C 18.546 4.907 41.392
C 17.702 5.107 42.729
C 18.515 4.882 44.103
C 19.484 5.958 44.721
C 18.603 7.198 44.769
C 17.953 7.641 43.383
N 17.189 6.495 42.789
O 16.388 6.867 41.748
C 16.981 8.873 43.646
C 19.111 8.129 42.443
C 16.355 4.294 42.660
H 17.994 5.052 40.463
H 19.240 4.068 41.354
H 19.206 5.760 41.234
H 17.848 4.511 44.881
H 19.100 3.981 43.921
H 20.460 6.134 44.270
H 19.905 5.519 45.626
H 18.972 8.057 45.329
H 17.760 6.906 45.397
H 17.274 9.576 44.426
H 16.867 9.404 42.701
H 15.956 8.540 43.812
H 19.526 9.058 42.836
H 19.971 7.460 42.410
H 18.829 8.370 41.418
H 15.774 4.226 43.580
H 16.722 3.312 42.360
H 15.598 4.541 41.916
H 15.847 7.560 42.132
C 14.965 9.766 34.512
C 16.169 10.641 35.132
C 17.409 9.795 35.467
C 18.194 9.296 34.320
C 18.724 10.609 33.617
C 17.645 11.699 33.168
N 16.614 11.833 34.199
O 15.595 12.644 33.859
C 18.401 13.075 32.928
C 17.114 11.277 31.725
C 15.583 11.401 36.359
H 14.076 10.386 34.399
H 14.644 9.152 35.353
H 15.131 9.119 33.651
H 18.072 10.340 36.139
H 17.154 8.873 35.990
H 17.655 8.590 33.688
H 18.986 8.664 34.723
H 19.220 10.312 32.693
H 19.607 11.054 34.075
H 18.520 13.624 33.862
H 19.434 13.023 32.582
H 17.870 13.874 32.411
H 16.681 12.222 31.396
H 18.044 11.240 31.158
H 16.506 10.373 31.742
H 15.265 10.572 36.991
H 14.784 12.140 36.292
H 16.460 11.817 36.853
H 14.880 12.055 33.607
C 19.555 -6.171 35.773
C 18.113 -5.743 36.077
C 17.741 -6.753 37.075
C 16.519 -6.491 37.921
C 16.468 -4.961 38.427
C 16.819 -3.969 37.314
N 18.108 -4.421 36.719
O 18.702 -3.471 35.886
C 15.669 -3.783 36.424
C 17.149 -2.681 38.023
C 17.343 -5.906 34.672
H 19.857 -5.557 34.925
H 19.635 -7.234 35.541
H 20.294 -5.868 36.515
H 17.473 -7.740 36.697
H 18.500 -6.957 37.830
H 16.602 -7.052 38.852
H 15.580 -6.819 37.475
H 17.156 -4.740 39.243
H 15.496 -4.907 38.917
H 15.252 -4.757 36.169
H 15.050 -3.072 36.972
H 16.021 -3.347 35.490
H 16.395 -2.650 38.809
H 18.096 -2.717 38.561
H 17.196 -1.704 37.542
H 17.887 -6.552 33.983
H 17.193 -4.995 34.093
H 16.376 -6.381 34.839
H 19.390 -3.165 36.481
C 9.334 2.887 39.723
C 9.048 3.845 38.532
C 8.752 2.804 37.376
C 8.027 3.475 36.110
C 6.906 4.418 36.489
C 7.096 5.400 37.676
N 7.817 4.676 38.755
O 7.853 5.306 39.965
C 7.804 6.647 37.298
C 5.661 5.759 38.179
C 10.346 4.611 38.132
H 8.382 2.374 39.854
H 9.751 3.349 40.619
H 9.910 2.035 39.361
H 9.663 2.304 37.048
H 8.050 2.028 37.682
H 7.696 2.647 35.484
H 8.933 3.879 35.660
H 5.936 3.934 36.604
H 6.698 5.059 35.632
H 8.028 7.171 38.228
H 8.710 6.534 36.703
H 7.139 7.329 36.768
H 5.021 5.934 37.314
H 5.273 4.858 38.654
H 5.636 6.678 38.765
H 11.123 3.866 37.961
H 10.689 5.384 38.819
H 10.086 4.980 37.140
H 7.114 4.912 40.434
C 13.146 -3.814 26.161
C 13.806 -2.722 26.934
C 13.692 -1.334 26.172
C 12.254 -0.752 26.113
C 11.648 -0.728 27.542
C 11.912 -1.984 28.527
N 13.257 -2.531 28.285
O 13.538 -3.693 29.136
C 11.918 -1.515 29.953
C 10.894 -2.991 28.217
C 15.374 -3.022 26.926
H 12.141 -3.431 25.981
H 13.250 -4.771 26.672
H 13.797 -4.046 25.318
H 14.363 -0.595 26.608
H 13.945 -1.356 25.112
H 11.721 -1.415 25.432
H 12.327 0.269 25.737
H 10.582 -0.512 27.620
H 12.172 0.061 28.083
H 11.726 -2.276 30.710
H 12.839 -0.965 30.146
H 11.003 -0.988 30.222
H 11.046 -4.035 28.491
H 10.006 -2.862 28.836
H 10.424 -2.891 27.239
H 15.604 -4.048 27.214
H 15.970 -2.340 27.533
H 15.713 -2.752 25.926
H 14.080 -3.260 29.800
C 18.567 7.196 20.248
C 19.207 8.351 21.043
C 20.830 8.350 20.867
C 21.357 9.012 19.642
C 20.626 10.279 19.297
C 19.052 10.274 19.426
N 18.670 9.694 20.698
O 17.453 9.775 20.890
C 18.578 11.768 19.405
C 18.585 9.556 18.046
C 19.074 8.083 22.507
H 18.765 7.180 19.176
H 17.491 7.162 20.420
H 18.859 6.260 20.723
H 21.194 8.993 21.669
H 21.232 7.366 21.108
H 21.415 8.201 18.917
H 22.394 9.329 19.747
H 21.095 10.664 18.391
H 20.952 11.013 20.034
H 17.500 11.923 19.372
H 18.919 12.190 20.351
H 18.985 12.331 18.565
H 18.005 10.180 17.365
H 19.483 9.182 17.554
H 17.989 8.717 18.405
H 19.770 7.393 22.985
H 18.051 7.844 22.799
H 19.298 9.021 23.013
H 17.397 10.238 21.730
```

The frontier orbital gap comes out at 7.39 eV. The calculation puts the LUMO energy at 0.002 Ha. As for the energy relative to the best compared isomer or geometry (same formula, charge and spin): 167.1 kcal per mole. As for the charge: 0. The calculation puts the HOMO energy at -7.3442 eV. The SMILES is CC1(C)CCCC(C)(C)N1O.CC1(C)CCCC(C)(C)N1O.CC1(C)CCCC(C)(C)N1O.CC1(C)CCCC(C)(C)N1O.CC1(C)CCCC(C)(C)N1O.CC1(C)CCCC(C)(C)N1O.CC1(C)CCCC(C)(C)N1O.C[C@H]1COC(=O)O1.

---

Record 2
DFT (ωB97M-V/def2-TZVPD) results for a molecular structure, C33H23BrIN7O6Yb.

Geometry as XYZ:
```
72
Properties=species:S:1:pos:R:3
Yb -0.043 -0.053 -0.473
C 3.586 2.705 0.494
C 3.191 1.838 1.654
N 3.960 1.804 2.714
C 3.594 1.065 3.776
C 2.403 0.390 3.851
C 2.050 -0.365 5.110
O 1.718 -1.731 4.869
C 1.543 0.403 2.720
C 0.260 -0.242 2.819
N -0.599 -0.451 1.875
C -1.723 -1.256 2.170
C -1.684 -2.282 3.123
C -2.780 -3.090 3.360
C -3.949 -2.925 2.632
C -4.010 -1.941 1.659
C -2.908 -1.133 1.444
I -3.088 0.375 -0.048
C 1.982 1.080 1.560
O 1.316 1.083 0.444
H 4.531 3.190 0.719
H 2.821 3.468 0.323
H 3.666 2.120 -0.424
H 4.301 1.047 4.598
H 1.172 0.073 5.589
H 2.880 -0.281 5.815
H 2.509 -2.190 4.569
H 0.001 -0.573 3.820
H -0.761 -2.471 3.659
H -2.710 -3.867 4.110
H -4.806 -3.561 2.804
H -4.902 -1.807 1.064
O -0.407 3.929 -7.002
N -0.520 4.635 -6.020
O -0.607 5.844 -6.053
C -0.554 3.994 -4.682
C -0.584 4.845 -3.633
C -0.612 4.374 -2.292
C -0.699 5.242 -1.190
C -0.765 4.706 0.070
C -0.729 3.317 0.211
N -0.623 2.483 -0.805
C -0.569 2.994 -2.049
C -0.496 2.078 -3.163
N -0.419 0.762 -2.865
C -0.422 -0.115 -3.850
C -0.513 0.257 -5.188
C -0.564 1.588 -5.515
C -0.534 2.560 -4.492
H -0.593 5.910 -3.819
H -0.716 6.312 -1.350
H -0.847 5.338 0.943
H -0.785 2.866 1.196
H -0.365 -1.159 -3.564
H -0.539 -0.502 -5.958
H -0.634 1.887 -6.544
Br 1.034 -7.539 1.069
C -0.153 -6.217 0.427
C -1.475 -6.544 0.145
N -2.351 -5.649 -0.296
C -1.944 -4.402 -0.486
C -0.639 -3.990 -0.235
C 0.277 -4.919 0.239
C -0.241 -2.575 -0.442
O 0.780 -2.112 0.126
O -0.968 -1.823 -1.171
H -1.836 -7.557 0.278
H -2.684 -3.694 -0.841
H 1.296 -4.621 0.448
N 3.209 -0.987 -1.344
C 2.155 -0.589 -1.588
H 4.114 -1.346 -1.112
```

The frontier orbital gap (spin up / spin down) comes out at 7.12 / 7.12 eV. The calculation puts the LUMO energy (spin up / spin down) at -0.135 / -0.135 Ha. The spin multiplicity is 2. As for the energy relative to the best compared isomer or geometry (same formula, charge and spin): 0.0 kcal per mole. As for the charge: +1. The expectation value of S² is 0.75. The calculation puts the HOMO energy (spin up / spin down) at -10.8083 / -10.8066 eV.

---

Record 3
DFT (ωB97M-V/def2-TZVPD) results for a molecular structure, C16H14BBrF2FeN2O2.

Geometry as XYZ:
```
39
Properties=species:S:1:pos:R:3
Fe 0.299 0.404 -0.337
O 1.142 -4.763 -1.310
C 2.359 -4.203 -1.625
C 3.384 -4.930 -2.205
C 4.582 -4.294 -2.501
C 4.751 -2.948 -2.223
C 3.715 -2.229 -1.641
C 2.515 -2.849 -1.339
C 1.380 -2.117 -0.670
O 1.678 -0.778 -0.420
N 0.185 -2.161 -1.544
N -0.664 -1.127 -1.368
C -1.854 -1.109 -1.838
C -2.671 0.090 -1.801
Br -1.741 1.705 -1.301
C -3.948 0.136 -2.183
C -4.883 1.261 -2.207
C -4.984 2.166 -1.149
C -5.895 3.207 -1.212
C -6.704 3.358 -2.329
C -6.622 2.451 -3.376
C -5.730 1.396 -3.309
H 1.172 -5.715 -1.453
H 3.250 -5.983 -2.423
H 5.386 -4.860 -2.951
H 5.687 -2.459 -2.452
H 3.838 -1.182 -1.403
H 1.143 -2.600 0.287
H -0.226 -3.076 -1.693
H -2.281 -1.984 -2.322
H -4.331 -0.812 -2.556
H -4.386 2.031 -0.258
H -5.982 3.897 -0.383
H -7.411 4.175 -2.377
H -7.263 2.559 -4.241
H -5.676 0.679 -4.119
F 1.138 1.984 1.356
B 0.440 0.895 1.746
F 0.437 0.526 2.987
```

The frontier orbital gap (spin up / spin down) comes out at 7.64 / 5.99 eV. The calculation puts the LUMO energy (spin up / spin down) at -0.134 / -0.195 Ha. The spin multiplicity is 6. As for the energy relative to the best compared isomer or geometry (same formula, charge and spin): 3.7 kcal per mole. As for the charge: +1. The expectation value of S² is 8.77. The calculation puts the HOMO energy (spin up / spin down) at -11.2901 / -11.2881 eV.

---

no.,calculated total energy (Ha),maximum force (eV/A)
1,-3771.235433,10.399
2,-6136.368819,2.195
3,-4940.175403,0.397